29
Properties=species:S:1:pos:R:3 method="wB97M-V/def2-TZVPD" de_lowest_ev=0.4492 total_energy_ha=-4974.916194 charge=+1 gap_ev="9.49 / 7.95" s_squared=0.75 spin_multiplicity=2
Cu -0.7491 0.3387 0.3764
O 4.7913 2.9471 0.2340
C 3.6183 2.3128 0.3087
C 3.4890 0.9468 0.5651
C 2.2264 0.4095 0.6084
N 1.1112 1.1368 0.4178
C 1.2643 2.4416 0.1842
Br -0.3382 3.3934 -0.0626
C 2.4748 3.0838 0.1160
H 5.5283 2.3453 0.3914
H 4.3547 0.3204 0.7328
H 2.0756 -0.6430 0.8105
H 2.5493 4.1434 -0.0755
C -4.8238 0.3856 1.1406
O -3.3736 0.3095 1.3001
C -2.6862 0.4465 0.1854
O -3.0906 0.6158 -0.9276
H -5.2288 0.2372 2.1340
H -5.1533 -0.3956 0.4612
H -5.0929 1.3627 0.7488
C -0.2203 -3.8784 -0.5661
C -0.3604 -2.4004 -0.7606
N -0.3577 -1.9362 -2.0131
O -0.4965 -1.6505 0.2214
H 0.4404 -4.3256 -1.3069
H -1.2073 -4.3340 -0.6668
H 0.1475 -4.0748 0.4362
H -0.3115 -2.5672 -2.7949
H -0.5810 -0.9710 -2.1992